[1]
Below is a cluster of 7 separate species, C42H36O14 in total at a distorted geometry, with properties calculated with wB97M-V/def2-TZVPD.

- LUMO level: -1.81 eV
- Structure (SMILES): O=C1C=CC(=O)C=C1.O=C1C=CC(=O)C=C1.O=C1C=CC(=O)C=C1.Oc1ccc(O)cc1.Oc1ccc(O)cc1.Oc1ccc(O)cc1.Oc1ccc(O)cc1
- Energy: -72794.60166 eV
- Gap between HOMO and LUMO: 6.252 eV

Each line ends with the Mulliken charge.
Element x y z (Å)
1 C 1.0178 -0.7234 -4.2571  -0.388
2 C 1.2590 -1.9946 -3.7944  -0.432
3 C 2.5505 -2.4117 -3.6186  0.357
4 C 3.6343 -1.5442 -3.9712  -0.509
5 C 3.3540 -0.2779 -4.3690  -0.582
6 C 2.0393 0.1401 -4.5883  0.492
7 O 1.6740 1.3720 -4.9782  -0.506
8 O 2.8385 -3.7290 -3.3940  -0.621
9 H -0.0506 -0.5692 -4.2884  0.345
10 H 0.5424 -2.7823 -3.9744  0.393
11 H 4.6740 -1.8304 -4.0315  0.429
12 H 4.1369 0.4146 -4.6409  0.417
13 H 0.7383 1.3143 -5.1847  0.274
14 H 2.4039 -4.1242 -2.6347  0.360
15 C -2.0224 -3.0012 3.0249  -0.188
16 C -3.0390 -3.8044 2.4481  -0.717
17 C -4.3150 -3.4412 2.7245  1.004
18 C -4.6761 -2.3836 3.6094  -1.052
19 C -3.5942 -1.6740 4.2334  -0.230
20 C -2.3086 -2.0174 3.9045  0.003
21 O -1.3011 -1.3372 4.4678  -0.572
22 O -5.4105 -4.1830 2.1929  -0.604
23 H -1.0398 -3.3709 2.7714  0.467
24 H -2.7280 -4.7304 1.9876  0.308
25 H -5.6671 -2.0600 3.8914  0.442
26 H -3.8958 -0.9561 4.9818  0.492
27 H -1.4657 -0.6516 5.1194  0.335
28 H -5.1457 -5.0501 1.8773  0.295
29 C -1.2713 4.8221 4.1799  -0.789
30 C -0.7153 3.6606 4.7784  -0.482
31 C -1.2928 2.3669 4.5249  0.604
32 C -2.4228 2.2705 3.7043  -0.338
33 C -2.9106 3.3745 3.1246  -0.442
34 C -2.3155 4.6164 3.3294  0.363
35 O -2.9263 5.6744 2.7495  -0.589
36 O -0.8671 1.2553 5.1903  -0.428
37 H -0.9085 5.7928 4.4842  0.445
38 H 0.0783 3.7917 5.4991  0.368
39 H -3.0133 1.3817 3.5380  0.320
40 H -3.8791 3.2835 2.6554  0.432
41 H -3.1005 5.4688 1.8281  0.323
42 H -0.0857 1.2810 5.7473  0.268
43 C -4.1219 -2.3439 -2.7335  -0.632
44 C -5.3779 -1.9033 -2.1947  -0.860
45 C -5.5492 -1.4080 -0.8245  0.434
46 C -4.5050 -1.5867 0.0365  -0.314
47 C -3.3510 -2.2180 -0.4305  0.134
48 C -3.0799 -2.5093 -1.7633  0.003
49 O -1.8354 -2.8885 -2.1715  -0.335
50 O -6.7329 -0.7099 -0.5010  -0.539
51 H -4.0286 -2.4915 -3.7993  0.408
52 H -6.1667 -1.9164 -2.9323  0.310
53 H -4.5908 -1.2550 1.0607  0.491
54 H -2.4688 -2.3409 0.1803  0.316
55 H -1.9576 -3.3663 -2.9952  0.280
56 H -7.1231 -0.3926 -1.3188  0.306
57 C 5.5044 6.7942 -2.6733  -0.387
58 C 5.7354 5.4814 -3.0030  -0.232
59 C 4.7197 4.4565 -3.2700  0.338
60 O 5.0091 3.2764 -3.4317  -0.534
61 C 3.3946 5.0180 -3.0167  -0.090
62 C 3.1229 6.3634 -2.7086  -0.312
63 C 4.1013 7.3988 -2.5402  0.198
64 O 3.8247 8.5141 -2.2776  -0.507
65 H 6.3520 7.4033 -2.3958  0.365
66 H 6.7508 5.1151 -2.9679  0.386
67 H 2.5891 4.3024 -3.0902  0.376
68 H 2.1106 6.6895 -2.5206  0.397
69 C 4.2678 -4.9524 -0.4453  -0.055
70 C 4.1532 -3.6507 -0.6238  -0.609
71 C 3.5956 -2.6113 0.2206  0.645
72 O 3.6609 -1.4161 0.0082  -0.584
73 C 2.9576 -3.1716 1.4424  -0.234
74 C 3.1534 -4.5462 1.6722  -0.480
75 C 3.7194 -5.5618 0.7853  0.217
76 O 3.6719 -6.7284 1.0316  -0.536
77 H 4.7220 -5.5081 -1.2523  0.423
78 H 4.6490 -3.2012 -1.4715  0.304
79 H 2.4534 -2.5256 2.1459  0.493
80 H 2.8682 -4.9182 2.6451  0.404
81 C 0.9489 0.2123 -0.7375  0.136
82 C 1.2147 1.5483 -0.7625  -0.750
83 C 0.6666 2.4855 0.2590  -0.175
84 O 0.7905 3.6891 0.2852  -0.616
85 C -0.1213 1.7497 1.2491  0.427
86 C -0.3382 0.4246 1.2681  0.014
87 C 0.1743 -0.5282 0.2538  0.228
88 O 0.0166 -1.7896 0.2614  -0.541
89 H 1.4471 -0.3386 -1.5215  0.267
90 H 1.8180 1.8727 -1.5975  0.611
91 H -0.5643 2.1931 2.1286  -0.007
92 H -0.8237 0.1569 2.1949  0.347

Force components x, y, z for each atom (eV/Å):
-0.6604 -0.8080 0.3810
0.9121 -0.9053 -0.8471
1.7104 0.3500 -0.7158
-1.0338 -1.1881 0.7850
-0.4521 1.6679 -1.1763
-0.9625 -0.9302 1.5129
0.6322 1.2379 -0.6428
0.6984 -0.6534 -0.1114
-0.1198 1.0482 -0.6132
-0.5165 0.0788 0.9022
-0.0562 -0.4980 0.4826
0.1981 0.0146 0.0367
-0.1014 0.2831 -0.0465
-0.3389 0.3511 0.0571
-0.2515 -2.6468 -1.5359
1.5231 1.2812 1.4316
-3.6100 -0.7189 0.1620
2.8067 0.3204 0.1680
-3.3087 -1.5908 -1.3040
0.0373 1.6610 1.1518
2.3108 -0.2207 -0.0309
0.5375 1.0492 0.6486
0.4274 0.6620 0.3881
-0.3493 0.1267 -0.5220
-0.2456 -0.5606 -0.4003
0.5036 0.2905 0.0401
-0.7669 0.1285 -0.2501
0.3735 0.0781 -0.0290
0.9688 -1.8793 1.0103
-1.4236 -0.8364 -0.6885
0.9532 2.2175 0.9272
0.8167 -1.4724 1.0033
-0.2949 1.2503 -0.0983
-1.0871 0.0179 -0.5793
-0.1470 1.3586 -0.4347
-0.4679 -1.1439 -0.0612
-0.0315 0.1017 -0.3943
0.1493 -0.2605 0.0263
0.4496 -0.5440 0.3499
0.0843 0.3448 -0.4708
-0.1481 0.0333 -0.0378
0.0975 0.8751 -0.2424
-1.2847 0.6797 3.2447
1.5355 0.2421 0.4117
-0.9122 -0.3003 -3.4002
-0.0698 -0.2126 0.0639
1.4382 0.2484 -0.5819
-2.0801 0.5617 -1.2279
0.2462 -0.2426 0.3364
1.3381 -0.9044 0.3055
0.1401 -0.2735 -0.0039
-0.5010 0.4477 0.2494
0.1270 -0.0321 0.0816
-0.1601 0.0207 0.5379
0.1950 -0.0537 -0.1272
0.0104 -0.0792 -0.0929
0.0647 -1.2400 -0.2151
0.9218 2.1471 0.3916
0.7074 0.1928 1.1844
-0.7300 1.1876 -0.2313
-2.0285 2.4743 0.1954
-1.0401 -4.1930 -0.8183
2.5867 -3.1977 -0.7505
-0.1609 2.4752 0.5112
0.0400 0.2124 -0.0800
0.2077 0.0278 -0.1561
-0.3321 0.0914 0.0377
-0.2615 -0.2405 -0.0648
-0.1518 -0.3993 -0.2093
1.5998 1.2043 -1.7947
-1.3501 0.0503 1.8664
0.1814 -0.5403 -0.3241
0.9832 -3.4722 -0.0277
-1.2524 3.6903 1.4782
0.0810 1.6742 -1.1015
0.1223 -1.3136 0.2866
0.1053 -0.4681 0.2426
-0.1090 -0.1222 -0.4804
0.0455 -0.0251 0.0975
-0.3284 -0.2078 0.0517
1.3618 0.9986 -1.2914
-0.3836 -1.3125 -0.0584
-0.3208 -0.6269 -0.4336
0.2952 -0.0441 -0.2588
-0.5338 -1.0104 0.9538
-0.0836 0.2634 0.7050
-0.5734 -2.4401 0.7226
0.5834 4.1159 -0.0008
-0.1992 -0.4267 -0.0678
0.1197 0.4667 0.1058
0.3204 0.9922 -0.2940
-0.3273 -1.0567 -0.2011

[2]
Below is a structure of composition C42H37BiGeN6O2S4, with properties calculated with wB97M-V/def2-TZVPD.

- LUMO level: 4.17 eV
- Energy above the lowest of the compared OMol25 structures with the same formula, charge and spin: 155.32 kJ/mol
- Energy: -162886.05387 eV
- Net charge: -2
- Gap between HOMO and LUMO: 5.370 eV

Each line ends with the Mulliken charge.
Element x y z (Å)
1 Bi 0.6591 1.3523 0.0756  0.701
2 C -1.0476 4.5791 -1.0411  -0.417
3 C -1.4791 4.2869 0.2442  -0.407
4 C -2.3570 3.2323 0.4514  0.320
5 C -2.7911 2.4575 -0.6204  -0.017
6 C -2.3526 2.7447 -1.9075  -0.364
7 C -1.4937 3.8178 -2.1126  -0.512
8 H -0.3435 5.3872 -1.2041  0.349
9 H -1.1037 4.8494 1.0889  0.289
10 H -2.6706 2.9890 1.4549  -0.075
11 H -3.4592 1.6219 -0.4454  0.137
12 H -2.6492 2.1198 -2.7401  0.364
13 H -1.1516 4.0541 -3.1125  0.440
14 C 2.7525 1.9992 4.8750  -0.981
15 S 1.1223 1.3161 4.5303  0.160
16 C 1.2089 1.1993 2.7108  0.267
17 S 1.5456 2.9022 1.9654  -0.564
18 N 2.4399 0.3664 2.4020  -1.424
19 N 2.6255 0.3184 1.1632  1.258
20 C 3.7148 -0.2416 0.6230  -1.736
21 C 3.9256 -0.1996 -0.7771  1.253
22 C 5.0722 -0.8138 -1.3483  -1.161
23 C 5.2344 -0.8209 -2.7103  -0.435
24 C 4.2672 -0.2255 -3.5258  -0.704
25 C 3.1844 0.3619 -2.8916  0.005
26 N 3.0114 0.4008 -1.5761  0.127
27 H 2.7951 2.1933 5.9484  0.364
28 H 3.5393 1.3022 4.5911  0.244
29 H 2.8934 2.9353 4.3331  0.264
30 H 4.4602 -0.6623 1.2895  0.218
31 H 5.7937 -1.2913 -0.6956  0.381
32 H 6.1023 -1.3034 -3.1489  0.377
33 H 4.3346 -0.2368 -4.6059  0.420
34 H 2.3980 0.8269 -3.4800  0.409
35 C -0.0623 0.7372 2.0337  -0.423
36 Ge -1.1549 -0.7281 2.5644  2.444
37 C -1.1311 -2.6881 2.1420  -0.624
38 C -0.6020 -3.2388 0.9798  0.307
39 C -0.7417 -4.5893 0.6753  -0.528
40 C -1.4358 -5.4269 1.5348  -0.553
41 C -1.9918 -4.8967 2.6931  -0.784
42 C -1.8416 -3.5480 2.9869  -0.383
43 C -3.0000 -0.3075 1.9443  -0.083
44 C -3.6760 0.8180 2.4185  -0.397
45 C -4.9617 1.1315 1.9988  -0.905
46 C -5.5950 0.3378 1.0510  -0.417
47 C -4.9303 -0.7668 0.5382  -0.842
48 C -3.6565 -1.0906 0.9940  -0.252
49 C -1.2223 -0.8689 4.5499  -0.741
50 C -2.0990 -0.1611 5.3665  0.161
51 C -2.0662 -0.2867 6.7524  -0.744
52 C -1.1491 -1.1347 7.3524  -0.430
53 C -0.2685 -1.8577 6.5563  -0.716
54 C -0.3096 -1.7215 5.1784  0.270
55 H -0.0909 -2.6045 0.2739  0.174
56 H -0.3121 -4.9737 -0.2429  0.456
57 H -1.5524 -6.4795 1.3024  0.342
58 H -2.5509 -5.5345 3.3695  0.377
59 H -2.2937 -3.1627 3.8936  0.377
60 H -3.1751 1.4858 3.1111  0.566
61 H -5.4563 2.0151 2.3869  0.313
62 H -6.5878 0.5932 0.6988  0.321
63 H -5.3995 -1.3790 -0.2232  0.404
64 H -3.1667 -1.9683 0.5871  0.256
65 H -2.8265 0.5092 4.9282  0.081
66 H -2.7585 0.2846 7.3611  0.357
67 H -1.1176 -1.2312 8.4321  0.315
68 H 0.4619 -2.5169 7.0123  0.341
69 H 0.3976 -2.2807 4.5751  0.375
70 N 3.5470 2.5509 -6.7546  -0.686
71 C 2.3988 1.8981 -6.2640  0.945
72 C 1.4677 2.5954 -5.4927  -0.546
73 C 0.3526 1.9499 -4.9945  -0.690
74 C 0.1349 0.6048 -5.2651  -0.265
75 C 1.0359 -0.0829 -6.0617  -0.172
76 C 2.1603 0.5618 -6.5614  -0.688
77 S -1.2349 -0.2266 -4.4861  1.025
78 O -1.3116 -1.5207 -5.1415  -0.714
79 O -2.3703 0.6560 -4.6250  -0.761
80 N -0.8455 -0.2961 -2.9648  -0.131
81 C 0.0935 -1.1593 -2.5266  -0.430
82 S 0.8654 -2.4229 -3.4830  -0.239
83 C 1.8780 -2.8155 -2.1422  -0.903
84 C 1.5586 -2.0370 -1.0909  -0.849
85 N 0.5522 -1.1194 -1.2863  0.872
86 H 3.8420 3.3087 -6.1567  0.248
87 H 4.3186 1.9162 -6.8962  0.257
88 H 1.6399 3.6405 -5.2579  0.276
89 H -0.3520 2.4756 -4.3663  0.278
90 H 0.8575 -1.1281 -6.2723  0.499
91 H 2.8732 0.0129 -7.1681  0.332
92 H 2.6364 -3.5793 -2.1964  0.448
93 H 2.0441 -2.0722 -0.1260  0.927

Force components x, y, z for each atom (eV/Å):
-0.2581 -0.1837 0.2706
0.0174 0.0831 -0.0302
-0.0089 0.0333 0.0294
-0.0236 -0.0154 -0.0875
0.0033 0.0741 0.0669
-0.0151 0.0271 -0.0233
0.0229 -0.0132 -0.0171
-0.0184 0.0046 -0.0060
0.0148 -0.0239 0.0017
0.0264 -0.0185 0.0113
0.0578 -0.0165 0.0005
-0.0134 -0.0232 -0.0134
0.0038 -0.0092 -0.0259
0.0570 0.0532 0.0131
-0.0307 -0.0584 0.0138
-0.1382 0.1216 0.0437
-0.0370 -0.0436 -0.1126
-0.0459 0.0854 -0.0613
0.0786 -0.0776 0.1797
-0.0501 0.1098 -0.0240
0.0618 -0.0379 0.0016
-0.0293 0.0355 -0.0124
-0.0246 -0.0046 -0.0014
0.0276 -0.0244 -0.0106
0.0139 0.0688 0.0365
0.2274 0.0941 -0.0531
-0.0057 -0.0190 -0.0054
-0.0341 -0.0209 -0.0047
-0.0114 -0.0028 0.0023
0.0091 -0.0089 -0.0217
0.0071 0.0179 0.0041
-0.0004 0.0085 -0.0066
-0.0202 -0.0066 0.0174
-0.0071 0.0205 -0.0160
0.4206 -0.2549 -0.2566
-0.0595 0.2616 0.1338
-0.0772 -0.0390 -0.0010
0.0515 0.0300 -0.0374
-0.0171 -0.0252 0.0274
0.0099 0.0283 -0.0037
-0.0025 -0.0058 0.0046
0.0114 -0.0379 -0.0221
-0.0085 -0.0359 -0.0387
0.0011 0.0311 0.0276
0.0219 0.0086 -0.0343
0.0237 0.0068 -0.0146
-0.0164 -0.0170 0.0306
-0.0086 -0.0262 0.0040
0.0006 -0.0763 0.0500
-0.0216 -0.0110 0.0265
-0.0023 -0.0048 -0.0328
0.0037 0.0012 0.0155
0.0002 0.0029 -0.0051
0.0034 0.0301 0.0007
-0.0833 0.0028 0.1013
-0.0003 0.0081 -0.0018
-0.0027 0.0000 0.0014
0.0063 -0.0037 0.0002
-0.0014 0.0238 0.0032
0.0240 -0.0094 -0.0004
-0.0059 -0.0040 0.0047
-0.0001 -0.0076 0.0009
0.0000 0.0017 0.0028
0.0277 0.0103 0.0082
-0.0076 -0.0023 -0.0075
0.0024 -0.0002 0.0005
0.0036 -0.0004 -0.0026
-0.0081 -0.0002 -0.0014
-0.0037 0.0015 -0.0069
-0.0087 0.0086 -0.0227
-0.0042 0.0196 0.0374
0.0157 0.0092 0.0035
-0.0189 -0.0071 0.0232
0.0515 0.0240 -0.0578
0.0090 0.0098 0.0048
-0.0150 -0.0367 -0.0029
0.0422 -0.0355 -0.1309
-0.0317 0.0315 0.0094
-0.0057 0.0118 0.0016
0.0156 -0.1053 0.1663
-0.1109 0.1612 0.2458
0.0305 -0.0807 -0.1148
-0.0147 -0.0477 0.0574
-0.0910 -0.0410 -0.0644
0.0432 -0.0625 -0.3141
-0.0082 0.0120 0.0141
0.0091 -0.0214 -0.0026
0.0051 -0.0094 -0.0017
-0.0203 0.0195 0.0286
-0.0047 -0.0013 -0.0039
0.0015 0.0033 0.0062
-0.0085 0.0199 -0.0081
-0.0230 0.0016 -0.0108